No. 1
The following is a quantum chemistry calculation of a cluster of 9 separate species, C23H35N8OP in total, from OMol25.

```
68
C23H35N8OP wB97M-V/def2-TZVPD
C -4.58261 -1.98641 -2.25267
O -6.47730 1.23112 1.89429
H 4.17828 -5.31290 -3.03950
C 4.24177 -0.04522 -4.41303
N 7.64421 1.91903 -2.26332
C 5.64317 0.21095 -4.10378
C -4.24757 1.16160 2.89173
C -2.87583 1.03426 2.68578
H -8.52983 -0.81579 3.18605
C -7.07603 1.10493 3.17347
H -0.16242 -2.51848 -1.17324
H 0.50753 -4.12459 -0.83959
H -5.29659 0.84271 -0.30575
H -4.74003 -3.00894 -2.58877
C 3.14169 -4.14059 -1.64892
H -0.04174 -3.11077 0.49666
H -7.13219 -0.32831 5.09743
H 2.41492 -5.49370 -3.07265
H -6.60483 1.73985 3.93414
C -4.60871 0.89205 0.53216
H 0.17217 -0.59089 2.26496
N -2.65289 -4.31738 -0.82897
C -5.12145 1.08991 1.81254
N 3.03240 -3.17647 -1.03694
N 6.58462 5.53159 1.52152
H 6.25599 -0.63560 -4.40696
H -2.20968 1.08894 3.54063
H 1.31340 -0.13216 3.54010
H -5.27675 -1.32238 -2.76549
C 1.17404 -2.19142 3.18012
H -0.24546 -0.86609 3.96685
C 5.87908 6.30848 1.05827
C 3.28128 -5.36616 -2.42589
P -7.22356 -0.73719 3.72906
C -2.36704 0.85001 1.41243
N 1.64696 -3.23541 3.11367
H -1.30121 0.74874 1.24951
H 5.76302 0.36592 -3.03599
C -3.21260 -1.58301 -2.53980
C 0.56691 -0.86589 3.24233
H 3.35671 -6.22046 -1.75586
H 0.49704 -0.63538 -2.82781
C -3.24634 0.77606 0.33230
H 2.04277 0.22819 -2.82253
H -4.60948 1.30953 3.90136
C 6.96525 2.42623 -1.48900
H 1.85154 -1.22595 -1.83424
H -6.12315 -1.07293 2.88818
C 4.97994 7.29506 0.47067
N 3.12544 -0.22977 -4.60700
H 5.98374 1.10145 -4.62685
H 5.30520 2.36590 -0.21599
N 0.51721 1.10930 -0.20908
C -0.23828 -3.39726 -0.53549
C -1.57583 -3.95900 -0.65923
H 5.23772 8.28880 0.83133
H 5.06800 7.27718 -0.61405
C 0.87734 0.46869 -1.09233
H 3.95234 7.06991 0.74946
H -2.84182 0.63539 -0.66396
H 6.65905 3.35367 0.36831
C 6.08998 3.06169 -0.51018
H -7.31844 -2.12389 4.17274
H -8.10176 1.47276 3.05913
H -4.75875 -1.93590 -1.17958
C 1.34574 -0.33769 -2.21221
H 5.63499 3.94833 -0.94564
N -2.13124 -1.26426 -2.75489
```

For the max |F|, the calculation gives 0.0081 Eh/bohr. The value obtained for the calculated total energy is -1751.8536 Eh. The SMILES is [PH4]COc1ccccc1.CC#N.CC#N.CC#N.CC#N.CC#N.CC#N.CC#N.CC#N.


No. 2
The following is a quantum chemistry calculation of a structure of composition C3H4GaO3, from OMol25.

```
11
C3H4GaO3 wB97M-V/def2-TZVPD
H -1.49582 -0.91657 -1.28072
O 1.54024 -0.06101 1.55612
Ga 0.06645 1.26972 1.59072
H 2.16540 -1.86888 0.90560
O -1.93304 1.15086 -1.02611
O 0.21834 1.84979 -0.15050
C 1.33173 -1.16197 1.07235
H 0.29608 -1.50791 0.88894
H -0.38041 0.24769 -2.17156
C -0.77230 0.91507 -0.08298
C -1.03667 0.08321 -1.30187
```

Its spin multiplicity is 2. For the max |F|, the calculation gives 0.0855 Eh/bohr. The value obtained for the calculated total energy is -2267.0318 Eh. As for the expectation value of S²: 0.757.


No. 3
The following is a quantum chemistry calculation of a structure of composition C52H48As2N3O14Sc, from OMol25.

```
120
C52H48As2N3O14Sc wB97M-V/def2-TZVPD
O -1.91532 -1.11394 -0.86681
O 3.01335 -6.72089 -0.41229
H 0.34965 -6.18130 -2.91861
C -3.62435 3.30920 1.08222
H -2.03248 -4.00717 3.85379
O 2.65193 1.35285 -5.34509
O 1.05795 -7.29697 0.53787
H 1.44249 -1.54905 -4.03151
N 2.11751 2.73603 -1.25242
C -2.04815 2.74733 -3.57509
C 0.78000 -4.32480 0.64935
C -3.72502 5.02262 -0.58657
C -0.61826 -0.63793 4.88529
O -0.00972 0.12200 1.64571
H 1.70653 -1.97294 -5.73457
H 4.44719 4.22992 -2.92833
C 0.46774 0.54934 2.87228
C -4.78552 2.42910 -3.80334
C 3.65822 3.58416 -2.60355
C 1.55430 -2.37742 -4.73455
C -4.60250 5.74059 0.20460
O 0.36816 -3.14852 -4.79668
H -0.11761 6.09448 0.23450
C -0.68272 -1.70941 5.76162
C 0.20056 -2.76547 5.64009
H -3.24575 2.34428 1.39959
H 3.22614 4.33197 -0.66764
C 1.13390 -2.76059 4.61632
H 4.57286 1.52132 4.87249
C 1.93155 0.99100 2.82153
O -0.85027 -4.42589 2.26824
C 2.09837 2.03559 -2.38082
H 0.68307 6.27695 2.58252
C -2.83880 2.85319 -2.43803
As 2.00746 -4.46523 -2.00281
C 0.33125 -0.60492 3.87366
H 2.23412 0.75381 4.92316
H -3.75558 -1.61622 -1.65821
H 2.41140 -3.00725 -4.44857
C 2.30568 -1.90416 0.14602
C 1.55658 -8.60910 0.76966
H -4.83584 2.69620 -1.68571
H -4.99076 6.68638 -0.14454
H -0.08489 2.05755 4.35604
C 1.89267 -6.44891 -0.03648
H 1.93050 1.32016 0.70177
H -3.73824 -0.29592 -0.43493
C -3.99153 2.36696 -4.93565
C 3.44521 2.17596 -4.68746
H 0.71192 -9.18769 1.13374
C -4.21220 2.66030 -2.56699
H 2.35366 -8.58158 1.51577
C 1.14183 0.89612 -2.51680
C 3.99770 1.48134 3.95877
Sc -0.60543 0.76912 0.02379
H -4.43801 2.19413 -5.90279
C 4.57857 1.84151 2.75365
H -1.05477 4.76184 -1.52100
C -0.33728 1.80758 3.32513
C -0.07163 -2.48959 -1.45060
H -5.68258 5.80610 2.05030
C 0.36101 5.32764 2.17964
O -1.54608 -1.54836 -3.04914
C -1.20457 -1.67912 -1.90461
H 1.97686 -6.89978 -2.77742
H 1.90537 0.97820 -4.78869
H -2.01593 -5.72585 3.36466
C -0.09525 2.99359 2.44008
H -5.85513 2.29294 -3.87566
C -0.18566 -3.57686 -3.66718
C -4.98863 5.24777 1.43995
C -2.26139 2.99771 -1.02755
H 0.16189 -3.58956 6.33557
C 0.47599 -3.31310 -2.35307
H 1.93811 -1.68638 2.95516
C 1.41478 -6.01515 -3.07115
H -0.18705 3.20912 -1.59445
H -0.61725 -5.04302 4.23464
H 4.28021 2.06516 0.64583
C -3.23224 3.79571 -0.15551
C 0.32929 4.20255 2.98405
H -1.32275 0.16844 5.00790
O 0.59258 0.50222 -1.43935
C -4.49466 4.03219 1.88043
H -0.97431 2.84500 -3.51575
C 2.68262 1.05669 3.98907
C 3.06012 2.54548 -3.29450
H 5.60971 2.15959 2.71739
C -0.06210 5.22174 0.86600
O -2.06502 1.71510 -0.55326
N -0.37893 2.87613 1.13792
C 1.36876 -5.08950 -0.26691
H -1.41886 -1.71051 6.55237
C 1.19243 -1.69238 3.74041
H -3.44400 5.40564 -1.55686
O 0.94856 0.39466 -3.62499
H 1.95016 -9.03922 -0.15526
H 2.43319 -1.53980 -0.87457
C 2.51289 1.36895 1.62035
H -3.15261 0.01058 -2.09878
H 2.95211 -2.77107 0.30684
H 2.59208 -1.10903 0.83374
H -1.40150 1.55776 3.25012
C -2.62077 2.51037 -4.81370
C -0.41514 3.97081 0.36762
C 0.39104 -4.84357 1.98179
H 0.60467 4.25649 4.02611
O 4.43721 2.65135 -5.18272
H 1.82659 -3.58178 4.50556
O -1.13498 -4.32305 -3.68483
H -4.79378 3.64610 2.84514
As 0.38594 -2.36365 0.44673
C -0.91353 3.79790 -1.03243
C -1.40894 -4.83030 3.51319
N 3.06056 3.66022 -1.40292
H -1.98881 2.43266 -5.68557
C 3.83002 1.79482 1.59063
H 1.59416 -5.83841 -4.13287
O 1.07674 -5.49874 2.72516
C -3.23060 -0.72724 -1.29536
```

For the max |F|, the calculation gives 0.0366 Eh/bohr. The value obtained for the calculated total energy is -8460.4514 Eh.


Question: max |F| of number 2 (C3H4GaO3)?
Answer: 0.0855 Eh/bohr